Record 1
{
  "formula": "C2H7N3S2",
  "method": "the ωB97M-V functional and the def2-TZVPD basis",
  "species": ["C", "C", "N", "N", "N", "S", "S", "H", "H", "H", "H", "H", "H", "H"],
  "positions_angstrom": [[-0.335, -0.534, -1.139], [0.611, 1.050, 0.665], [-1.541, -0.259, -0.896], [0.383, -1.135, -2.062], [0.717, 0.183, 1.904], [-0.702, 2.056, 0.605], [-2.042, 0.617, 0.596], [1.639, 1.040, 0.240], [-2.293, -0.181, -1.610], [1.403, -1.187, -2.209], [-0.147, -1.711, -2.829], [1.461, 0.692, 2.500], [0.894, -0.837, 1.642], [-0.048, 0.205, 2.592]],
  "lowdin_charge": [-0.213, -0.495, -0.246, 0.185, 0.104, 0.739, 0.704, 0.127, 0.166, 0.157, 0.206, 0.217, 0.204, 0.145],
  "charge": 2,
  "orbital_gap_ha": [0.289, 0.275],
  "lumo_ev": [-10.2, -10.3],
  "e_tot_ha": -1040.25441
}

***

Record 2
{
  "formula": "C2H7N4",
  "method": "the ωB97M-V functional and the def2-TZVPD basis",
  "species": ["C", "C", "N", "N", "N", "N", "H", "H", "H", "H", "H", "H", "H"],
  "positions_angstrom": [[-0.456, -1.248, -0.177], [0.315, 0.542, -0.541], [-0.809, 1.282, -0.175], [-1.798, 0.641, 0.190], [-1.683, -0.661, 0.223], [1.475, 0.820, 0.356], [-0.474, -1.769, -1.124], [0.112, -1.734, 0.607], [0.603, 0.601, -1.585], [-2.504, -1.176, 0.505], [1.785, 1.795, 0.216], [2.251, 0.175, 0.165], [1.181, 0.731, 1.339]],
  "lowdin_charge": [0.009, -0.187, -0.019, 0.014, -0.054, 0.218, 0.095, 0.089, 0.138, 0.158, 0.181, 0.179, 0.180],
  "charge": 1,
  "orbital_gap_ha": 0.374,
  "lumo_ev": -3.9,
  "e_tot_ha": -299.07128
}

***

Record 3
{
  "formula": "C2H7N4",
  "method": "the ωB97M-V functional and the def2-TZVPD basis",
  "species": ["N", "C", "N", "N", "C", "N", "H", "H", "H", "H", "H", "H", "H"],
  "positions_angstrom": [[3.214, 0.517, -0.052], [2.173, -0.030, 0.038], [1.190, -0.757, 0.134], [-0.159, -0.911, -0.361], [-1.308, -0.316, 0.460], [-1.489, 0.892, -0.184], [3.671, 1.250, 0.339], [-0.507, -0.391, -1.250], [-0.216, -1.869, -0.357], [-2.114, -0.965, 0.232], [-0.868, -0.316, 1.419], [-2.341, 1.154, -0.760], [-1.244, 1.743, 0.341]],
  "lowdin_charge": [0.276, -0.231, 0.117, 0.053, -0.182, 0.018, 0.070, 0.213, 0.132, 0.135, 0.132, 0.149, 0.116],
  "charge": 1,
  "orbital_gap_ha": 0.413,
  "smiles": "N=C=N[NH2+]CN",
  "lumo_ev": -3.5,
  "e_tot_ha": -299.06348
}

***

Record 4
{
  "formula": "C2H7N4O",
  "method": "the ωB97M-V functional and the def2-TZVPD basis",
  "species": ["H", "N", "N", "C", "N", "O", "N", "C", "H", "H", "H", "H", "H", "H"],
  "positions_angstrom": [[-2.235, -2.234, -0.326], [-1.354, -1.517, -0.394], [-1.595, -0.475, 0.160], [-0.814, 0.617, 0.338], [-1.366, 1.807, 0.238], [0.400, 0.618, 0.839], [1.180, -0.622, 0.693], [1.720, -0.511, -0.628], [-2.309, 2.013, -0.202], [-0.896, 2.558, 0.717], [1.877, -0.680, 1.483], [2.384, -1.413, -0.788], [0.975, -0.697, -1.369], [2.034, 0.535, -0.762]],
  "lowdin_charge": [0.179, 0.185, 0.055, -0.388, 0.252, 0.032, -0.023, -0.096, 0.192, 0.147, 0.170, 0.135, 0.056, 0.104],
  "charge": 1,
  "orbital_gap_ha": 0.318,
  "smiles": "[H]/N=N/C(=[NH2+])ONC",
  "lumo_ev": -5.6,
  "e_tot_ha": -374.26701
}

***

Record 5
{
  "formula": "C2H7N4O4",
  "method": "the ωB97M-V functional and the def2-TZVPD basis",
  "species": ["N", "O", "C", "O", "O", "C", "N", "N", "N", "O", "H", "H", "H", "H", "H", "H", "H"],
  "positions_angstrom": [[3.392, 0.144, -0.014], [2.080, 0.093, -0.621], [1.112, -0.582, -0.044], [1.219, -1.345, 0.830], [-0.043, -0.172, -0.720], [-1.199, -0.623, -0.149], [-1.493, -1.856, 0.191], [-2.061, 0.389, -0.137], [-1.575, 1.643, -0.570], [-0.935, 2.358, 0.556], [3.391, -0.675, 0.641], [4.004, 0.162, -0.805], [-2.232, -2.095, 0.778], [-0.726, -2.452, 0.028], [-2.687, 0.372, 0.640], [-0.811, 1.526, -1.226], [-1.437, 3.112, 0.621]],
  "lowdin_charge": [0.146, 0.014, -0.546, 0.209, 0.137, -0.295, 0.319, 0.134, 0.007, 0.019, 0.120, 0.101, 0.142, 0.135, 0.175, 0.134, 0.050],
  "charge": 1,
  "orbital_gap_ha": 0.360,
  "smiles": "NOC(=O)O/C(N)=[NH+]\\NO",
  "lumo_ev": -4.0,
  "e_tot_ha": -599.99835
}

***

Record 6
{
  "formula": "C2H7N5S",
  "method": "the ωB97M-V functional and the def2-TZVPD basis",
  "species": ["N", "N", "C", "C", "N", "N", "N", "S", "H", "H", "H", "H", "H", "H", "H"],
  "positions_angstrom": [[2.256, -1.155, 0.381], [2.392, -0.013, -0.580], [1.323, 0.571, -0.845], [-0.115, 0.467, -0.260], [-0.770, 1.563, -0.298], [-1.978, 1.783, 0.168], [-0.616, -0.876, -0.018], [-2.150, -1.596, -0.535], [3.146, -1.682, 0.319], [2.344, -0.591, 1.358], [1.585, 1.122, -1.659], [-2.216, 2.751, 0.041], [-2.419, 1.208, 1.048], [0.143, -1.602, 0.074], [-2.923, -1.950, 0.806]],
  "lowdin_charge": [-0.048, -0.042, -0.139, -0.366, -0.057, -0.029, -0.407, 0.595, 0.062, 0.137, 0.070, 0.075, 0.168, 0.046, -0.063],
  "charge": 0,
  "orbital_gap_ha": 0.311,
  "smiles": "N/N=C\\C(=N\\N)NS",
  "lumo_ev": 0.5,
  "e_tot_ha": -752.20128
}

***

Record 7
{
  "formula": "C2H7N8O2S",
  "method": "the ωB97M-V functional and the def2-TZVPD basis",
  "species": ["C", "C", "N", "N", "N", "N", "N", "N", "N", "N", "O", "O", "S", "H", "H", "H", "H", "H", "H", "H"],
  "positions_angstrom": [[2.048, -0.807, -0.354], [-0.378, 1.173, 0.304], [4.088, -0.776, 0.846], [0.365, 3.255, -0.525], [2.918, -0.547, 0.615], [0.217, 2.041, -0.538], [1.088, -1.813, -0.089], [-1.738, 0.871, -0.120], [-0.024, -1.828, -0.843], [-2.372, -0.221, 0.406], [1.974, -0.111, -1.344], [0.109, 0.517, 1.211], [-1.553, -2.135, -0.433], [4.373, -0.208, 1.678], [0.877, 3.502, -1.370], [1.065, -2.004, 0.906], [-1.861, 0.984, -1.132], [0.096, -1.516, -1.854], [-1.756, -0.297, 1.311], [-3.354, -0.167, 0.510]],
  "lowdin_charge": [-0.558, -0.488, 0.194, 0.212, 0.043, 0.045, 0.032, -0.004, -0.442, -0.096, 0.081, 0.063, 0.981, 0.110, 0.097, 0.153, 0.153, 0.154, 0.151, 0.119],
  "charge": 1,
  "orbital_gap_ha": 0.285,
  "lumo_ev": -5.1,
  "e_tot_ha": -1066.65491
}

***

Record 8
{
  "formula": "C2H7NO",
  "method": "the ωB97M-V functional and the def2-TZVPD basis",
  "species": ["N", "C", "C", "O", "H", "H", "H", "H", "H", "H", "H"],
  "positions_angstrom": [[-1.330, -0.452, 0.883], [0.041, 0.077, 0.893], [0.865, -0.203, -0.344], [0.433, 0.576, -1.429], [-1.113, -1.428, 0.799], [-1.742, -0.172, -0.026], [0.431, -0.366, 1.822], [-0.102, 1.199, 1.048], [0.575, -1.252, -0.637], [2.019, -0.137, -0.061], [0.345, 1.468, -0.992]],
  "lowdin_charge": [-0.019, -0.313, -0.317, -0.085, 0.047, 0.077, 0.111, 0.125, 0.122, 0.146, 0.105],
  "charge": 0,
  "orbital_gap_ha": 0.394,
  "smiles": "NCCO",
  "lumo_ev": 1.0,
  "e_tot_ha": -210.35993
}

***

Record 9
{
  "formula": "C2H7NO",
  "method": "the ωB97M-V functional and the def2-TZVPD basis",
  "species": ["C", "C", "N", "H", "H", "H", "H", "H", "H", "H", "O"],
  "positions_angstrom": [[0.348, 1.401, -0.196], [-0.505, 0.722, 1.008], [-0.346, -0.278, 0.159], [0.909, 2.146, 0.359], [1.071, 0.775, -0.717], [-0.351, 1.870, -0.877], [-1.500, 1.173, 1.085], [0.059, 0.781, 1.963], [0.822, -3.181, -0.986], [-0.396, -2.351, -0.595], [-0.111, -3.058, -1.202]],
  "lowdin_charge": [-0.075, -0.369, 0.046, 0.097, 0.093, 0.085, 0.105, 0.102, 0.026, -0.017, -0.092],
  "charge": 0,
  "orbital_gap_ha": 0.322,
  "lumo_ev": 0.2,
  "e_tot_ha": -210.23917
}

***

Record 10
{
  "formula": "C2H7NO",
  "method": "the ωB97M-V functional and the def2-TZVPD basis",
  "species": ["N", "C", "C", "O", "H", "H", "H", "H", "H", "H", "H"],
  "positions_angstrom": [[0.066, -0.733, -1.356], [-0.644, -0.668, -0.190], [0.085, 0.011, 1.020], [0.522, 1.320, 0.556], [0.738, -1.467, -1.469], [0.528, 0.137, -1.662], [-0.975, -1.670, 0.145], [-1.506, -0.003, -0.369], [0.899, -0.492, 1.518], [-0.648, 0.245, 1.867], [-0.319, 1.757, 0.034]],
  "lowdin_charge": [-0.018, -0.337, -0.246, -0.167, 0.071, 0.091, 0.122, 0.108, 0.098, 0.118, 0.160],
  "charge": 0,
  "orbital_gap_ha": 0.367,
  "smiles": "NCCO",
  "lumo_ev": 1.0,
  "e_tot_ha": -210.35337
}

***

Record 11
{
  "formula": "C2H7NO",
  "method": "the ωB97M-V functional and the def2-TZVPD basis",
  "species": ["C", "C", "N", "O", "H", "H", "H", "H", "H", "H", "H"],
  "positions_angstrom": [[-0.887, 0.276, 0.269], [1.024, -1.073, -0.325], [-0.700, 1.570, 0.511], [-1.347, -0.102, -0.894], [-0.337, -0.761, -0.937], [-0.891, -0.365, 1.146], [-0.663, 2.207, -0.270], [-0.379, 1.895, 1.408], [1.748, -0.284, -0.110], [1.085, -1.824, 0.467], [1.348, -1.539, -1.265]],
  "lowdin_charge": [-0.354, -0.172, 0.184, -0.082, 0.093, 0.138, 0.129, 0.119, -0.020, -0.019, -0.017],
  "charge": 0,
  "orbital_gap_ha": 0.304,
  "lumo_ev": 0.6,
  "e_tot_ha": -210.27659
}

***

Record 12
{
  "formula": "C2H7NO2",
  "method": "the ωB97M-V functional and the def2-TZVPD basis",
  "species": ["C", "O", "H", "H", "N", "C", "O", "H", "H", "H", "H", "H"],
  "positions_angstrom": [[-1.756, -1.494, 0.494], [-2.962, -1.229, 0.107], [-1.126, -0.839, 1.231], [-1.231, -2.248, -0.163], [0.579, 0.770, -1.320], [1.105, 0.455, -0.021], [0.228, 0.849, 1.043], [1.337, 0.776, -2.004], [-0.156, 1.447, -1.477], [1.128, -0.645, 0.073], [2.130, 0.909, 0.256], [0.725, 1.250, 1.780]],
  "lowdin_charge": [-0.082, -0.100, 0.085, 0.079, 0.011, -0.362, -0.115, 0.077, 0.079, 0.097, 0.133, 0.095],
  "charge": 0,
  "orbital_gap_ha": 0.367,
  "smiles": "C=O.NCO",
  "lumo_ev": 0.7,
  "e_tot_ha": -285.55497
}

***

Q: Which formula does entry 11 have?
A: C2H7NO